<P>
A structure of composition C36H26ClN5O5PdS3. Source: the Open Molecules 2025 dataset; level of theory: ωB97M-V/def2-TZVPD.

Values from the calculation:
- M (g mol⁻¹) = 846.7
- total charge = 0
- multiplicity = 3
- ⟨S²⟩ = 2.03
- Kohn-Sham gap (alpha / beta) (eV) = 4.716 / 6.440

Last column: Mulliken charge in e.
CARTESIAN COORDINATES (ANGSTROEM)
Pd (0.123, -0.272, 0.345)  0.017
Cl (5.457, 1.272, -6.164)  -0.215
S (-0.197, 2.447, -2.993)  -0.087
S (-3.876, 2.999, 0.912)  -0.052
S (-3.631, 3.348, -2.365)  0.032
O (0.906, -0.356, -1.545)  -0.601
O (4.098, -3.308, 5.286)  -0.723
O (-1.498, 0.604, -0.426)  -0.105
O (2.695, -2.864, 6.882)  -0.725
O (2.138, 0.993, -0.329)  -0.711
N (1.651, -1.313, 1.215)  0.392
N (-2.396, -3.512, -1.109)  0.190
N (-0.612, -0.440, 2.210)  0.551
N (3.023, -2.833, 5.690)  1.002
N (-0.832, -2.379, -0.073)  0.668
C (2.449, -2.121, 3.364)  0.769
C (3.584, -2.618, 2.692)  -0.450
C (1.500, -1.463, 2.550)  0.339
C (2.805, 0.637, -2.592)  0.083
C (-3.530, 3.523, 2.504)  -0.454
C (2.494, 0.033, -3.807)  -0.103
C (4.741, 1.652, -3.589)  -0.885
C (-3.710, -3.902, -1.597)  -0.820
C (-2.200, 3.456, 2.774)  -1.144
C (-1.756, 1.967, -0.706)  3.949
C (3.307, 0.224, -4.911)  -0.852
C (-0.047, -1.196, 4.446)  1.135
C (1.912, 0.441, -1.416)  1.076
C (-3.238, 0.830, -2.473)  -0.577
C (0.263, -0.985, 3.084)  -0.372
C (-2.240, -0.324, 3.932)  -1.096
C (-4.184, 1.129, -3.497)  -0.650
C (2.718, -1.817, 0.601)  -0.497
C (-1.452, 2.960, 1.671)  -0.425
C (-2.215, 2.681, 0.574)  -0.345
C (-0.568, 2.724, -1.324)  -0.850
C (3.927, 1.448, -2.488)  -0.231
C (-1.849, -0.164, 2.590)  -0.409
C (-4.487, 2.452, -3.550)  -0.612
C (-2.119, -2.448, -0.332)  -0.871
C (4.428, 1.031, -4.788)  0.458
C (-0.240, -3.428, -0.730)  -0.733
C (1.207, 4.171, -1.756)  -0.691
C (0.256, 3.682, -0.814)  -0.148
C (3.698, -2.468, 1.320)  -1.251
C (-1.202, -4.147, -1.369)  -0.488
C (2.135, -2.237, 4.768)  -0.906
C (-1.355, -0.797, 4.857)  -0.916
C (1.077, 3.588, -2.973)  -0.787
C (0.901, -1.788, 5.269)  -0.840
C (-2.851, 1.927, -1.770)  -1.234
H (-1.634, -0.916, 5.897)  0.454
H (2.774, -1.699, -0.471)  0.805
H (1.660, 3.754, -3.868)  0.525
H (0.191, 4.072, 0.189)  0.609
H (-2.861, -1.747, 0.020)  0.578
H (1.603, -0.578, -3.871)  0.386
H (0.694, -1.934, 6.318)  0.547
H (1.949, 4.921, -1.515)  0.434
H (4.146, 1.918, -1.538)  0.467
H (4.560, -2.864, 0.800)  0.447
H (-1.760, 3.737, 3.722)  0.437
H (0.823, -3.602, -0.688)  0.442
H (-3.246, -0.042, 4.210)  0.464
H (-2.528, 0.191, 1.828)  0.537
H (-0.384, 2.802, 1.702)  0.467
H (-4.331, 3.861, 3.146)  0.463
H (4.350, -3.124, 3.250)  0.613
H (-4.615, 0.392, -4.162)  0.403
H (-3.633, -4.866, -2.091)  0.298
H (5.609, 2.295, -3.530)  0.433
H (3.072, -0.235, -5.863)  0.421
H (-2.836, -0.153, -2.267)  0.432
H (-4.086, -3.170, -2.311)  0.304
H (-1.145, -5.036, -1.976)  0.418
H (-5.167, 2.967, -4.212)  0.475
H (-4.412, -3.984, -0.771)  0.339

***

<Q>
A structure of composition C36H26ClN5O5PdS3. Source: the Open Molecules 2025 dataset; level of theory: ωB97M-V/def2-TZVPD.

Values from the calculation:
- M (g mol⁻¹) = 846.7
- total charge = 0
- multiplicity = 3
- ⟨S²⟩ = 2.01
- Kohn-Sham gap (alpha / beta) (eV) = 5.029 / 5.181

Last column: Mulliken charge in e.
CARTESIAN COORDINATES (ANGSTROEM)
Pd (0.422, 0.017, -0.357)  0.210
Cl (-5.962, 5.586, -1.150)  -0.236
S (-4.540, 0.042, 0.073)  -0.065
S (-1.631, -3.730, -2.172)  -0.176
S (-3.572, -3.091, 1.572)  -0.009
O (6.068, -3.515, 1.626)  -0.612
O (-0.616, 1.591, -1.225)  -0.769
O (7.421, -2.411, 0.352)  -0.633
O (-1.029, -1.471, -0.960)  -1.077
O (-1.235, 1.315, 0.848)  -0.679
N (2.233, 0.420, -1.456)  -0.461
N (6.287, -2.669, 0.757)  1.003
N (1.539, -1.542, 0.223)  0.553
N (1.773, 1.425, 1.221)  0.682
N (3.353, 2.361, 2.439)  0.153
C (-4.600, 4.559, -0.878)  0.421
C (3.848, -2.261, 0.464)  1.207
C (1.450, 2.732, 1.430)  -0.704
C (-2.465, 2.866, -0.468)  0.097
C (-2.311, -1.643, -0.508)  3.304
C (2.507, 1.473, -2.210)  -0.369
C (-3.239, 3.282, 0.610)  -0.172
C (2.419, 3.322, 2.188)  -0.624
C (4.866, 1.161, -1.907)  -0.890
C (-2.848, -4.804, -2.747)  -0.568
C (3.215, -0.298, -0.904)  0.308
C (2.851, -1.387, -0.048)  0.048
C (-3.018, -2.879, 3.183)  -0.673
C (3.390, -3.396, 1.160)  -0.582
C (-2.004, -1.981, 3.258)  -1.035
C (-3.266, -0.543, -0.933)  -0.284
C (4.576, 2.524, 3.179)  -0.844
C (-2.420, -1.938, 0.978)  -0.454
C (-4.081, -4.491, -2.273)  -0.835
C (-2.755, 3.318, -1.750)  -0.527
C (-4.475, 0.804, -2.369)  -0.941
C (-4.067, -3.353, -1.437)  -0.520
C (-5.206, 0.940, -1.234)  -0.563
C (2.919, 1.236, 1.840)  -0.975
C (-4.306, 4.136, 0.410)  -0.779
C (-1.385, 1.868, -0.261)  1.295
C (5.556, -0.828, -0.578)  -0.772
C (4.588, -0.008, -1.140)  1.107
C (1.136, -2.623, 0.883)  -0.182
C (-3.372, -0.058, -2.201)  -0.380
C (3.833, 1.890, -2.422)  -0.821
C (-2.810, -2.855, -1.281)  -0.742
C (-1.664, -1.438, 1.996)  -0.462
C (-3.822, 4.170, -1.959)  -0.690
C (2.034, -3.577, 1.341)  -1.395
C (5.220, -1.935, 0.210)  -0.442
H (-4.976, -5.039, -2.508)  0.415
H (-4.919, 4.454, 1.238)  0.432
H (-4.941, -2.934, -0.972)  0.583
H (-6.097, 1.512, -1.078)  0.562
H (3.462, 0.312, 1.887)  0.645
H (1.659, -4.456, 1.838)  0.515
H (-2.582, -5.601, -3.413)  0.471
H (4.016, 2.786, -2.997)  0.455
H (-2.997, 2.919, 1.597)  0.405
H (-1.516, -1.708, 4.176)  0.441
H (-3.477, -3.442, 3.970)  0.457
H (6.601, -0.614, -0.733)  0.588
H (5.894, 1.449, -2.058)  0.477
H (-4.072, 4.510, -2.951)  0.445
H (1.667, 1.997, -2.649)  0.514
H (4.713, 3.578, 3.420)  0.305
H (0.072, -2.750, 1.014)  0.486
H (-2.146, 2.978, -2.574)  0.436
H (-2.686, -0.340, -2.979)  0.608
H (2.509, 4.320, 2.561)  0.434
H (0.552, 3.163, 1.033)  0.497
H (4.095, -4.127, 1.523)  0.569
H (5.421, 2.182, 2.580)  0.328
H (4.549, 1.948, 4.105)  0.319
H (-0.892, -0.690, 1.860)  0.697
H (-4.720, 1.280, -3.301)  0.472

***

Stability check: which of them is most stable? <P>.